1.
51
Properties=species:S:1:pos:R:3:lowdin_charge:R:1 method="wB97M-V/def2-TZVPD" energy_ha=-2511.450398 e_lumo_ha=0.080 total_charge=-1 gap_ev=6.24 multiplicity=1
C -0.076 1.172 3.350 -0.830
N 0.817 3.782 -2.072 0.097
F -1.776 -2.881 -2.878 0.064
H 0.770 2.626 0.417 0.066
C 1.820 2.910 -2.213 -0.229
H -3.402 -4.591 0.362 0.101
H 1.960 3.928 0.397 0.071
C -0.748 -4.299 -0.147 -0.491
F -2.769 -4.716 -2.155 0.091
N -1.099 0.225 3.280 -0.097
F -1.093 -5.624 -0.232 0.119
S 4.469 -1.290 -1.367 0.369
N -0.752 2.325 2.963 -0.021
C -1.860 -3.185 -0.332 -0.498
H 2.391 2.300 1.256 0.060
H -0.557 4.972 -2.934 0.095
H -3.697 -2.826 0.795 0.079
H 4.418 -0.257 2.092 0.073
C 0.238 4.286 -3.179 -0.175
C -2.526 -3.396 -1.826 -0.474
C -3.465 0.184 2.368 -0.008
F 0.374 -4.137 -0.968 -0.027
H 3.001 1.755 -3.562 0.098
N 4.426 -0.880 1.307 0.054
H -1.755 -1.408 4.042 0.069
N 3.583 0.772 0.086 -0.111
N 3.345 1.463 -1.015 0.010
H 1.747 2.509 -5.599 0.093
H 0.114 4.382 -5.305 0.066
H -0.337 3.256 2.868 0.154
C 2.376 2.388 -0.940 -0.324
C 2.278 2.560 -3.527 -0.017
C 4.245 -0.406 0.033 -1.033
N -2.000 2.126 2.593 0.084
H -3.683 -0.576 3.111 0.068
H -3.241 -0.328 1.414 0.080
H -0.952 -1.563 2.535 0.116
H -4.245 0.932 2.173 0.090
C -2.962 -3.613 0.681 -0.007
O -1.388 -1.891 -0.154 -0.415
C -2.216 0.854 2.789 -0.357
H -2.466 -3.779 1.613 0.066
C 1.857 2.835 0.354 -0.095
C 1.555 2.972 -4.641 -0.063
F -3.682 -2.764 -1.989 0.142
F -0.206 -4.062 1.075 0.103
Cs 1.050 -1.346 -1.287 1.014
H 5.030 -1.647 1.527 0.069
S 1.502 1.128 3.784 0.568
C 0.549 3.979 -4.456 -0.090
N -0.959 -1.156 3.511 0.131

---

2.
9
Properties=species:S:1:pos:R:3:lowdin_charge:R:1 method="wB97M-V/def2-TZVPD" relative_energy_kcal_mol=93.5 energy_ha=-663.849477 e_lumo_ha=-0.086 total_charge=0 gap_ev=9.02 multiplicity=1
N 0.799 3.219 -0.235 0.131
O 2.749 0.475 -0.979 0.024
N 2.242 -0.195 -0.095 -0.495
C 0.604 2.150 0.078 -0.305
O 2.743 -1.186 0.435 0.014
O -1.266 -0.745 -0.737 -0.270
H 0.464 -0.281 1.878 0.030
H -1.158 -0.795 -1.637 -0.097
Si 0.540 0.344 0.454 0.969

---

3.
64
Properties=species:S:1:pos:R:3:lowdin_charge:R:1 method="wB97M-V/def2-TZVPD" relative_energy_kcal_mol=154.9 energy_ha=-4116.666683 e_lumo_ha="0.090 / 0.033" total_charge=-1 gap_ev="4.30 / 6.09" multiplicity=5
H -1.105 -5.052 2.173 0.052
H 4.424 0.079 2.657 0.086
C -2.315 0.771 5.136 -0.084
Mn -2.233 0.002 0.949 0.627
C 0.876 -1.223 -4.304 -0.048
O -2.934 -3.980 -2.665 -0.380
C -0.930 -2.509 -3.374 -0.292
H -0.792 7.375 0.443 0.092
H -1.403 -2.522 2.932 0.106
C -1.467 3.785 -0.690 -0.210
C 4.127 -0.086 1.629 -0.091
H -3.673 0.547 3.474 0.111
O -1.701 2.972 1.393 0.153
C -1.214 5.378 1.109 0.002
S 0.723 -0.363 -0.480 1.118
N 1.827 0.077 2.275 0.151
C -0.399 0.316 3.188 -0.213
O -1.724 2.455 -0.848 0.155
H -0.819 6.821 -1.948 0.093
H 1.049 0.546 4.795 0.096
C 5.098 -0.281 0.591 -0.125
H 2.160 0.236 3.210 0.129
H -0.599 -4.607 -3.184 0.102
O -3.780 0.340 1.003 -0.305
H -0.644 0.933 6.511 0.096
N 2.940 -2.319 -4.968 0.086
H 6.152 -0.266 0.829 0.072
N -2.482 -1.933 -1.267 -0.112
C -0.403 -1.287 -3.781 -0.080
H 3.551 -3.054 -4.648 0.081
C 0.473 0.100 2.091 -0.306
C 0.000 0.541 4.526 -0.035
H -3.088 0.948 5.869 0.088
H 1.278 -0.272 -4.637 0.111
S -1.813 -4.405 -0.105 1.038
C -0.985 6.355 0.136 -0.105
O -3.368 -1.702 -3.558 -0.313
C -1.406 -4.213 1.569 -0.419
C -1.453 4.097 0.662 -0.211
S -2.580 -2.573 -2.726 0.553
N -1.978 -2.082 0.952 -0.070
N -1.737 0.311 2.869 0.009
C 2.793 -0.109 1.305 -0.272
C -2.647 0.547 3.818 -0.113
H -1.009 -0.394 -3.695 0.119
C -0.169 -3.663 -3.491 -0.060
H -1.206 5.607 2.166 0.115
C -1.000 6.041 -1.219 -0.104
C 1.120 -3.596 -3.999 -0.035
H 1.716 -4.497 -4.089 0.107
C -1.244 4.737 -1.659 0.006
C -1.561 -2.932 1.944 -0.243
C 3.357 -0.518 -1.089 -0.143
H 3.386 -1.420 -4.871 0.078
C -2.131 -2.673 -0.221 -0.693
B -1.878 1.934 0.450 -0.440
C -0.948 0.761 5.486 -0.098
H 3.030 -0.678 -2.107 0.065
C 4.672 -0.489 -0.739 -0.153
C 2.352 -0.322 -0.036 -0.462
N -0.108 -0.063 0.890 -0.351
C 1.656 -2.377 -4.409 -0.337
H -1.259 4.478 -2.709 0.117
H 5.421 -0.630 -1.512 0.091

---

4.
84
Properties=species:S:1:pos:R:3:lowdin_charge:R:1 method="wB97M-V/def2-TZVPD" relative_energy_kcal_mol=4.9 energy_ha=-7149.072048 e_lumo_ha="0.130 / 0.130" total_charge=-2 gap_ev="6.81 / 6.93" multiplicity=2
C 0.178 0.233 -5.124 -0.991
H 4.418 0.367 -1.282 0.065
C 0.845 5.802 -1.027 -0.026
C -1.123 -5.698 -0.556 -0.160
H -3.080 -4.710 -3.130 0.097
C 4.168 0.312 1.394 -0.145
H -2.423 6.677 -1.212 0.089
O -0.278 -2.175 -0.615 -0.215
C 3.249 0.755 -3.062 -0.129
H -2.664 4.225 -0.890 0.106
H -2.598 1.381 5.070 0.111
Cl 0.321 2.008 -5.134 0.569
S -0.884 1.441 7.383 0.393
C -1.799 -3.433 -2.001 -0.570
C -5.704 -0.401 -0.248 -0.535
C -1.548 6.049 -1.113 -0.107
O 0.312 1.667 -0.448 -0.141
H 4.605 -2.337 0.107 0.055
C -3.108 0.032 -0.314 -0.902
C 0.706 4.426 -0.845 -0.259
S -4.564 0.947 -0.680 0.934
C -0.567 -4.470 -0.260 -0.557
H -0.148 7.671 -1.297 0.093
H -1.081 -1.282 1.530 0.022
H 0.451 -1.660 1.866 0.041
H 2.322 1.266 -3.326 0.036
N -1.944 0.543 -0.390 -0.106
H 4.239 1.342 1.044 0.067
O -1.613 2.689 7.196 -0.384
H 0.954 -0.158 -5.771 0.050
C -0.655 0.794 5.723 -0.275
H 4.983 -1.832 -1.542 0.061
O -0.202 0.269 -2.773 -0.110
C -0.272 6.603 -1.160 -0.104
C 0.327 -0.384 -3.699 -0.847
H 1.330 0.129 6.088 0.104
C -1.545 0.312 3.532 -0.029
H 1.510 2.761 -0.588 0.055
O 1.828 3.691 -0.717 0.043
H 3.262 1.663 -1.111 0.066
H -6.022 -0.290 0.789 0.070
C -0.853 -3.262 -0.956 -0.497
H -5.523 -2.545 0.047 0.078
C -2.370 -4.653 -2.317 -0.154
C -0.575 3.854 -0.799 -0.061
H 4.534 -3.501 -1.210 0.066
C 2.800 -0.290 1.081 -0.374
N -1.961 1.915 -0.623 0.057
H 4.076 1.328 -3.488 0.072
H 3.229 -0.230 -3.529 0.065
C -5.002 -1.732 -0.457 -0.516
Cl 0.566 -4.391 1.066 0.693
C -0.365 -0.340 3.179 -0.302
C -1.684 0.871 4.793 -0.059
C -2.029 -5.783 -1.597 -0.693
H -2.352 0.379 2.809 0.097
H 2.020 0.300 1.564 0.058
Cl -2.303 -2.055 -2.920 0.776
Cl -1.381 -0.251 -5.847 0.541
H -0.851 -6.570 0.021 0.096
C 0.527 0.169 5.363 -0.065
H 1.845 6.214 -1.056 0.109
Cl -2.750 -7.326 -2.001 0.595
H 2.730 -1.293 1.517 0.074
S -3.363 -1.592 0.281 0.954
H -6.574 -0.310 -0.900 0.069
C 3.404 0.673 -1.548 -0.360
C 2.855 -2.140 -1.175 -0.372
H 4.987 -0.253 0.945 0.053
H 2.575 -2.242 -2.227 0.065
O -1.657 0.408 8.066 -0.384
H -4.894 -1.968 -1.517 0.058
P 2.268 -0.481 -0.684 1.020
Co -0.056 -0.223 -0.692 0.433
C 4.325 -2.464 -0.941 -0.142
H 2.207 -2.835 -0.637 0.040
C -0.753 2.391 -0.616 -0.391
O 0.993 -1.422 -3.673 -0.023
O 0.469 1.604 7.904 -0.390
N -0.216 -0.899 1.886 0.088
C 0.674 -0.394 4.102 -0.044
H 1.601 -0.892 3.834 0.096
H 4.324 0.324 2.474 0.070
C -1.686 4.686 -0.933 -0.027

---

5.
15
Properties=species:S:1:pos:R:3:lowdin_charge:R:1 method="wB97M-V/def2-TZVPD" relative_energy_kcal_mol=0.0 energy_ha=-1740.965239 e_lumo_ha=-0.137 smiles="O=C1C[NH2+][C@H](C(Cl)(Cl)Cl)O1" total_charge=+1 gap_ev=11.78 multiplicity=1
H 1.263 -0.652 1.258 0.162
H -1.371 -0.067 -1.674 0.177
O 0.595 -3.069 0.101 0.237
O -1.106 -1.737 -0.522 0.067
H -0.085 1.231 -0.204 0.193
Cl -4.029 -1.058 -0.778 0.711
C 0.795 -0.633 0.273 0.030
C -1.396 -0.393 -0.622 -0.421
N -0.327 0.315 0.187 0.094
C 0.140 -1.996 -0.034 -0.415
Cl -3.081 1.684 -0.300 0.662
C -2.783 -0.062 -0.019 -1.462
H 1.561 -0.435 -0.481 0.163
H -0.762 0.455 1.129 0.111
Cl -2.709 -0.369 1.762 0.693